Record 1
C2H8NS | ωB97M-V with the def2-TZVPD basis set

The geometry in ORCA input format:
```
! RIJCOSX wB97M-V def2-TZVPD def2/J DEFGRID3
* xyz 0 2
S 0.175 -1.752 1.467
H 0.569 -0.807 2.332
H 1.436 -2.036 1.118
C 0.583 1.907 -0.388
C -0.986 0.742 -1.944
N -0.203 0.778 -0.822
H 1.550 1.580 -0.006
H 0.082 2.454 0.418
H 0.727 2.568 -1.240
H -1.008 1.572 -2.627
H -1.619 -0.120 -2.061
H -0.246 0.008 -0.170
*
```

- LUMO (alpha / beta): 0.69 / 0.69 eV
- M: 78.16 g/mol
- Energy relative to the best compared isomer or geometry (same formula, charge and spin): 75.7 kJ/mol
- Expectation value of S²: 0.753

Record 2
C2H8NS | ωB97M-V with the def2-TZVPD basis set

The geometry in ORCA input format:
```
! RIJCOSX wB97M-V def2-TZVPD def2/J DEFGRID3
* xyz 2 2
C 0.847 0.521 -0.162
C 0.220 -0.052 -1.339
S 2.668 -0.161 0.307
N -1.877 0.132 1.034
H 0.389 0.263 0.810
H 1.140 1.562 -0.241
H -0.022 -1.109 -1.279
H 0.553 0.316 -2.305
H 2.592 -1.514 0.444
H -2.649 0.802 1.165
H -2.142 -0.730 1.533
H -1.719 -0.031 0.035
*
```

- LUMO (alpha / beta): -12.03 / -14.22 eV
- M: 78.16 g/mol
- Energy relative to the best compared isomer or geometry (same formula, charge and spin): 414.8 kJ/mol
- Expectation value of S²: 1.299

Record 3
C2H8NS2 | ωB97M-V with the def2-TZVPD basis set

The geometry in ORCA input format:
```
! RIJCOSX wB97M-V def2-TZVPD def2/J DEFGRID3
* xyz 2 2
N -1.133 1.293 1.746
C -1.421 -0.197 1.707
C -0.371 -0.961 0.760
S -0.147 0.074 -0.702
S 1.612 -0.306 -1.609
H -2.051 1.826 1.903
H -0.643 1.700 0.901
H -0.591 1.507 2.596
H -2.395 -0.545 1.435
H -1.077 -0.530 2.630
H 0.699 -1.259 1.305
H -0.902 -1.979 0.470
H 2.219 0.880 -1.286
*
```

- LUMO (alpha / beta): -8.88 / -12.93 eV
- M: 110.23 g/mol
- Energy relative to the best compared isomer or geometry (same formula, charge and spin): 157.1 kJ/mol
- Expectation value of S²: 0.755

Record 4
C2H8O | ωB97M-V with the def2-TZVPD basis set

The geometry in ORCA input format:
```
! RIJCOSX wB97M-V def2-TZVPD def2/J DEFGRID3
* xyz 0 1
C 1.935 0.422 0.010
O 3.078 -0.346 -0.206
H 1.995 0.845 1.034
H 0.935 -0.202 -0.023
H 1.902 1.176 -0.786
H 2.991 -1.278 0.198
C -2.568 -0.119 -0.143
H -2.902 0.796 -0.746
H -1.497 -0.158 -0.025
H -2.962 -1.100 -0.265
H -2.907 -0.035 0.950
*
```

- LUMO: 0.87 eV
- M: 48.09 g/mol
- Energy relative to the best compared isomer or geometry (same formula, charge and spin): 105.4 kJ/mol
- SMILES: CO.C

Record 5
C2H8O | ωB97M-V with the def2-TZVPD basis set

The geometry in ORCA input format:
```
! RIJCOSX wB97M-V def2-TZVPD def2/J DEFGRID3
* xyz 0 1
C -0.043 -0.233 -1.076
C 1.418 -0.092 -0.727
H -0.307 -0.065 -2.125
H -0.346 -1.234 -0.951
H -0.665 0.444 -0.496
H 2.044 -0.828 -1.237
H 1.589 -0.179 0.334
H 1.833 0.853 -1.081
O -1.709 0.590 2.125
H -2.144 -0.264 2.250
H -1.670 1.008 2.985
*
```

- LUMO: 0.89 eV
- M: 48.09 g/mol
- Energy relative to the best compared isomer or geometry (same formula, charge and spin): 6.1 kJ/mol
- SMILES: CC.O

Record 6
C2H8O2 | ωB97M-V with the def2-TZVPD basis set

The geometry in ORCA input format:
```
! RIJCOSX wB97M-V def2-TZVPD def2/J DEFGRID3
* xyz 0 1
C -4.016 -0.185 -0.268
O -4.086 -1.590 -0.487
H -3.307 0.151 -1.030
H -5.000 0.289 -0.262
H -3.675 0.054 0.759
H -5.007 -1.856 -0.402
C 4.148 0.525 -0.106
O 4.457 0.961 1.227
H 5.023 0.920 -0.617
H 4.173 -0.561 -0.212
H 3.202 0.935 -0.457
H 4.087 0.356 1.854
*
```

- LUMO: 0.94 eV
- M: 64.08 g/mol
- Energy relative to the best compared isomer or geometry (same formula, charge and spin): 97.7 kJ/mol
- SMILES: CO.CO

Record 7
C2H8O2 | ωB97M-V with the def2-TZVPD basis set

The geometry in ORCA input format:
```
! RIJCOSX wB97M-V def2-TZVPD def2/J DEFGRID3
* xyz 0 1
C 1.233 -1.872 0.243
O 1.017 -0.558 -0.310
H 2.290 -2.004 0.472
H 1.015 -2.592 -0.527
H 0.676 -1.939 1.177
H 1.828 -0.038 -0.346
C -1.550 1.753 0.081
O -1.129 1.054 -1.080
H -0.730 2.351 0.487
H -2.372 2.390 -0.214
H -1.831 1.052 0.870
H -0.446 0.404 -0.852
*
```

- LUMO: 0.69 eV
- M: 64.08 g/mol
- Energy relative to the best compared isomer or geometry (same formula, charge and spin): 65.0 kJ/mol
- SMILES: CO.CO

Record 8
C2H8O3 | ωB97M-V with the def2-TZVPD basis set

The geometry in ORCA input format:
```
! RIJCOSX wB97M-V def2-TZVPD def2/J DEFGRID3
* xyz -1 2
C 1.209 0.577 -2.729
C 0.278 0.908 -1.759
O 0.614 1.843 -0.807
H 1.433 -0.491 -2.863
H 1.860 1.436 -2.957
H -0.640 0.366 -1.496
H 0.111 1.594 -0.072
H -1.320 0.945 1.914
H -0.175 1.895 2.024
O -1.110 1.871 1.652
H -0.114 -3.178 2.189
H -1.099 -4.350 2.672
O -1.047 -3.417 2.233
*
```

- LUMO (alpha / beta): 3.77 / 3.74 eV
- M: 80.08 g/mol
- Energy relative to the best compared isomer or geometry (same formula, charge and spin): 195.6 kJ/mol
- Expectation value of S²: 0.750

Record 9
C2H8O3 | ωB97M-V with the def2-TZVPD basis set

The geometry in ORCA input format:
```
! RIJCOSX wB97M-V def2-TZVPD def2/J DEFGRID3
* xyz 0 1
O 0.000 0.000 0.000
C 0.275 -0.934 -1.054
C -0.614 -2.169 -0.901
O -1.957 -1.738 -0.637
H -0.946 0.118 -0.225
H 0.206 -0.461 -2.053
H 1.343 -1.154 -0.860
H -0.693 -2.657 -1.892
H -0.256 -2.928 -0.180
H -2.223 -1.476 -1.543
O -5.330 1.591 -1.669
H -5.341 0.607 -1.667
H -5.215 1.840 -0.724
*
```

- LUMO: 0.39 eV
- M: 80.08 g/mol
- Energy relative to the best compared isomer or geometry (same formula, charge and spin): 84.8 kJ/mol
- SMILES: OCCO.O

Record 10
C2H8O3 | ωB97M-V with the def2-TZVPD basis set

The geometry in ORCA input format:
```
! RIJCOSX wB97M-V def2-TZVPD def2/J DEFGRID3
* xyz 0 1
C 1.216 0.079 -2.463
C 0.324 0.882 -1.745
O 0.683 1.806 -0.673
H 0.855 -0.522 -3.358
H 2.292 0.084 -2.292
H -0.729 1.076 -2.135
H -0.112 2.035 -0.277
O -0.709 1.791 1.961
H -0.575 1.308 2.815
H -1.615 1.515 1.610
O -0.761 -3.013 2.210
H -0.126 -3.255 2.858
H -0.743 -3.787 1.489
*
```

- LUMO: 0.59 eV
- M: 80.08 g/mol
- Energy relative to the best compared isomer or geometry (same formula, charge and spin): 167.4 kJ/mol
- SMILES: C=CO.O.O

Record 11
C2H8O3PS | ωB97M-V with the def2-TZVPD basis set

The geometry in ORCA input format:
```
! RIJCOSX wB97M-V def2-TZVPD def2/J DEFGRID3
* xyz 1 3
C 1.775 1.956 0.166
C -0.020 -2.278 -0.499
O -1.448 0.677 1.797
O 1.576 0.578 0.104
O -0.757 -1.402 0.403
P -0.895 0.172 0.420
S -2.271 0.908 -1.036
H 1.482 2.558 0.988
H 1.635 2.527 -0.853
H 2.986 1.986 0.122
H 0.953 -2.076 -0.180
H -0.319 -2.077 -1.526
H -0.357 -3.401 -0.271
H -2.049 0.076 2.268
H -2.290 -0.204 -1.903
*
```

- LUMO (alpha / beta): -3.33 / -7.15 eV
- M: 143.12 g/mol
- Energy relative to the best compared isomer or geometry (same formula, charge and spin): 186.3 kJ/mol
- Expectation value of S²: 2.011

Record 12
C2H8OS | ωB97M-V with the def2-TZVPD basis set

The geometry in ORCA input format:
```
! RIJCOSX wB97M-V def2-TZVPD def2/J DEFGRID3
* xyz 0 1
C -0.920 0.177 0.075
C -0.937 -1.010 1.016
S -2.120 -0.926 2.391
H -1.894 0.547 -0.239
H -0.414 -0.045 -0.865
H -0.367 0.951 0.614
H -1.242 -1.903 0.460
H 0.076 -1.241 1.332
H -1.594 0.123 3.047
O 5.121 2.116 -5.014
H 4.258 2.428 -4.713
H 5.662 2.344 -4.276
*
```

- LUMO: 0.93 eV
- M: 80.15 g/mol
- Energy relative to the best compared isomer or geometry (same formula, charge and spin): 26.9 kJ/mol
- SMILES: CCS.O